# C6H13NO7Zn

C6H13NO7Zn as an isolated structure (ωB97M-V/def2-TZVPD, the Open Molecules 2025 dataset).

Calculated values
**Gap between HOMO and LUMO**: 9.538 eV
**Calculated total energy**: -2597.3065 Ha
**Relative energy (zero: lowest compared OMol25 entry of this formula, charge and spin)**: 11.2 kcal/mol
**Strongest force on any atom**: 2.511 eV Å⁻¹

Each line ends with the Mulliken charge.
Atoms and positions in Å:
Zn  1.8759  11.7615  9.0828  0.59
O  4.7032  9.2149  9.5242  -0.46
C  3.7518  10.1285  9.3412  0.89
O  3.9140  11.0820  8.5201  -0.68
O  2.6875  10.1155  10.0104  -0.69
H  5.4074  9.4578  8.9054  0.33
O  -1.6325  11.1464  7.7538  -0.46
C  -0.4091  11.2560  8.2964  0.86
O  -0.2104  11.6402  9.4853  -0.69
O  0.6218  11.0335  7.6012  -0.66
H  -2.1846  11.4326  8.5081  0.34
C  3.5749  15.5791  8.4874  -1.47
C  3.2280  14.1755  8.9659  0.22
C  2.9434  14.0900  10.4730  -0.63
O  2.2097  12.9038  10.7508  -0.01
C  2.0094  12.7678  12.1461  -0.95
N  2.0952  13.5841  8.2077  -0.36
H  4.6157  15.8549  8.6648  0.38
H  3.0184  16.3464  9.0397  0.36
H  3.3542  15.7312  7.4315  0.38
H  4.1202  13.5613  8.8297  0.27
H  2.4328  14.9692  10.8791  0.46
H  3.9485  14.0394  10.9062  0.39
H  2.9530  12.7529  12.6938  0.34
H  1.4670  11.8500  12.3586  0.26
H  1.3913  13.5815  12.5360  0.34
H  1.4147  14.3474  8.2245  0.32
H  2.3656  13.5636  7.2251  0.32

=====

# C13H15N5O5S

One molecule with the formula C13H15N5O5S (ωB97M-V/def2-TZVPD, the Open Molecules 2025 dataset).

Calculated values
**Gap between HOMO and LUMO**: 7.694 eV
**SMILES string**: COc1ccc(S(=O)(=O)NNc2nc(C)cc(C)n2)cc1[N+](=O)[O-]
**Calculated total energy**: -1552.3285 Ha
**Relative energy (zero: lowest compared OMol25 entry of this formula, charge and spin)**: 34.2 kcal/mol
**Strongest force on any atom**: 3.987 eV Å⁻¹

Each line ends with the Mulliken charge.
Atoms and positions in Å:
C  2.2987  -2.6603  -4.4058  -0.73
O  1.2788  -1.8977  -3.7193  -0.40
C  1.4682  -1.7299  -2.3662  0.94
C  2.7807  -1.6954  -1.7871  -0.22
C  3.0080  -1.5186  -0.5097  -0.94
C  1.9025  -1.4551  0.3625  -0.07
S  2.2909  -1.1535  2.1873  1.26
O  3.6836  -0.9971  2.4726  -0.66
O  1.7520  -2.2930  2.8972  -0.65
N  1.5136  0.4278  2.5610  -0.51
N  0.1740  0.5302  3.0348  -0.13
C  -0.7577  1.2713  2.3326  0.46
N  -2.0125  1.2430  2.8421  -0.67
C  -2.9243  1.8724  2.0454  0.92
C  -4.3879  1.7843  2.4950  -1.29
C  -2.6415  2.6172  0.9150  -0.88
C  -1.2996  2.5923  0.6041  0.65
C  -0.8623  3.2704  -0.6496  -1.24
N  -0.3855  1.8050  1.2174  -0.34
C  0.6187  -1.5207  -0.0886  -0.20
C  0.3403  -1.6180  -1.4908  0.27
N  -1.0545  -1.6950  -1.8615  0.85
O  -1.8314  -0.8944  -1.3406  -0.52
O  -1.4567  -2.4606  -2.7659  -0.55
H  2.0959  -2.7567  -5.5065  0.25
H  2.2228  -3.6795  -3.9883  0.37
H  3.3724  -2.3345  -4.1484  0.24
H  3.7210  -1.8237  -2.3540  0.01
H  4.0384  -1.4862  -0.1599  0.44
H  1.7403  1.1209  1.8522  0.38
H  -0.2231  -0.1732  3.6399  0.32
H  -4.3991  1.0382  3.2314  0.41
H  -4.9490  1.4071  1.6286  0.34
H  -4.8096  2.7706  2.7554  0.30
H  -3.4749  3.1237  0.4962  0.43
H  0.1689  2.9244  -1.0837  0.24
H  -1.6149  3.1671  -1.4892  0.34
H  -1.0687  4.3274  -0.4114  0.34
H  -0.3166  -1.4499  0.5555  0.26

=====

# C4H12N2O

A 2-piece molecular cluster, C4H12N2O overall (ωB97M-V/def2-TZVPD, the Open Molecules 2025 dataset).

Calculated values
**Gap between HOMO and LUMO**: 8.528 eV
**SMILES string**: CC/C(N)=C/N.O
**Calculated total energy**: -344.3346 Ha
**Relative energy (zero: lowest compared OMol25 entry of this formula, charge and spin)**: 31.6 kcal/mol
**Strongest force on any atom**: 1.517 eV Å⁻¹

Each line ends with the Mulliken charge.
Atoms and positions in Å:
C  -1.6821  1.5343  -0.1175  -0.96
C  -1.7289  0.0110  -0.3880  -0.79
C  -0.3280  -0.5596  -0.3761  0.24
N  0.1708  -0.8873  0.9417  -0.46
C  0.4805  -0.5200  -1.4283  -0.16
N  1.8596  -0.8067  -1.4123  -0.54
H  -0.9835  1.7115  0.6983  0.26
H  -1.3656  2.0863  -0.9988  0.29
H  -2.6761  1.8793  0.1719  0.33
H  -2.2525  -0.4292  0.4654  0.31
H  -2.2393  -0.2301  -1.3165  0.35
H  -0.5985  -1.2607  1.4869  0.20
H  0.9082  -1.5610  0.7938  0.22
H  0.0903  -0.1830  -2.3819  0.35
H  2.3567  -0.7538  -2.2786  0.23
H  2.0890  -1.7140  -1.0433  0.18
O  2.3702  0.5597  2.2715  -0.69
H  1.9913  0.5693  3.1572  0.30
H  1.5379  0.5541  1.7546  0.34

=====

Sequential lowest unoccupied orbital energy output: 0.009 -0.030 0.033 Eh